1.
# C6H14ClNO

A 2-piece molecular cluster, C6H14ClNO overall (wB97M-V/def2-TZVPD, the Open Molecules 2025 dataset).

Results
Strongest force on any atom   3.185 eV/A
E_HOMO   -0.2675 Ha
ΔE to the lowest compared entry with this formula, charge and spin   80.6 kcal/mol
Multiplicity   1

Last column: Mulliken charge in e.
Cartesian coordinates (Å):
1 C -3.065 -0.259 -0.396  -1.3543
2 C -1.506 0.585 1.404  -1.1699
3 C 2.287 1.351 -0.197  -1.2109
4 C -1.629 0.188 -0.089  0.5951
5 C -0.714 -0.914 -0.550  -0.1605
6 C 2.108 -0.035 0.497  -0.0319
7 N 2.176 -1.103 -0.552  -0.3551
8 O -0.350 -1.217 -1.650  -0.5923
9 Cl 3.706 -0.243 1.345  -0.2796
10 H -3.760 0.485 -0.002  0.3672
11 H -3.222 -1.318 0.163  0.3074
12 H -3.270 -0.483 -1.442  0.3530
13 H -2.102 1.649 1.591  0.2910
14 H -0.428 0.866 1.465  0.2728
15 H -2.014 -0.196 2.014  0.3825
16 H 2.909 1.223 -1.115  0.3772
17 H 1.271 1.821 -0.356  0.1433
18 H 2.913 1.899 0.443  0.4545
19 H -1.311 1.133 -0.521  0.2682
20 H -0.259 -1.512 0.255  0.4675
21 H 1.774 -1.884 -0.096  0.2618
22 H 3.046 -1.299 -1.018  0.3608
23 H 1.440 -0.738 -1.193  0.2522

2.
# C9H13PSi

The molecule C9H13PSi (wB97M-V/def2-TZVPD, the Open Molecules 2025 dataset).

Results
Strongest force on any atom   5.421 eV/A
Structure (SMILES)   [H]/P=C/[Si](C)(C)c1ccccc1
E_HOMO   -0.3339 Ha
Multiplicity   1

Last column: Mulliken charge in e.
Cartesian coordinates (Å):
1 C -2.589 2.030 -0.665  -0.8627
2 C -2.596 0.845 -1.324  -0.3077
3 C -1.865 2.118 0.532  -0.2455
4 C -1.604 -0.124 -1.105  -0.3448
5 C -0.975 1.128 0.929  -0.3186
6 C -0.768 0.070 0.007  0.4930
7 C 2.230 0.272 -0.452  -0.5415
8 C 1.265 -1.262 2.098  -1.0449
9 C 1.024 -2.570 -0.694  -1.1646
10 Si 0.806 -0.932 0.314  0.4268
11 P 1.749 1.737 -1.088  -0.1007
12 H -3.255 2.800 -0.800  0.4499
13 H -3.244 0.708 -2.243  0.2580
14 H -1.894 2.956 1.133  0.4431
15 H -1.476 -1.026 -1.712  0.3015
16 H -0.446 1.155 1.955  0.0470
17 H 3.193 0.109 -0.271  0.5668
18 H 0.992 -0.377 2.810  0.2581
19 H 0.730 -2.114 2.613  0.3119
20 H 2.311 -1.299 2.202  0.3612
21 H 0.686 -2.364 -1.741  0.3098
22 H 2.051 -2.681 -0.964  0.3640
23 H 0.676 -3.563 -0.346  0.3393
24 H 3.001 2.381 -1.190  0.0006

3.
# C24H31N3O4S

The molecule C24H31N3O4S (wB97M-V/def2-TZVPD, the Open Molecules 2025 dataset).

Results
Strongest force on any atom   1.024 eV/A
Structure (SMILES)   Cc1ccc(C(C)C)c(OCC(=O)Nc2cccc(S(=O)(=O)NC3=NCCCCC3)c2)c1
E_HOMO   -0.3146 Ha
ΔE to the lowest compared entry with this formula, charge and spin   36.6 kcal/mol
Multiplicity   1

Last column: Mulliken charge in e.
Cartesian coordinates (Å):
1 C -1.712 -0.005 -5.791  -1.6118
2 C -1.137 1.041 -4.887  0.5656
3 C -1.778 2.255 -4.696  -1.2675
4 C -1.228 3.211 -3.863  -0.1964
5 C -0.029 2.998 -3.202  0.3863
6 C 0.624 1.776 -3.407  0.7038
7 C 0.067 0.812 -4.234  -0.4772
8 H 0.555 -0.140 -4.379  0.4052
9 O 1.814 1.596 -2.726  -0.5900
10 C 2.529 0.406 -2.937  -0.7043
11 H 2.736 0.227 -3.999  0.4169
12 C 1.851 -0.836 -2.342  0.6208
13 O 2.085 -1.951 -2.747  -0.6550
14 N 1.018 -0.509 -1.321  0.0489
15 C 0.175 -1.327 -0.571  0.5497
16 C -0.631 -0.720 0.392  -0.6608
17 C -1.484 -1.496 1.143  0.0600
18 C -1.580 -2.861 0.968  -0.3021
19 C -0.774 -3.461 0.015  -0.8912
20 C 0.102 -2.707 -0.749  -0.5212
21 H 0.730 -3.176 -1.489  0.5588
22 H -0.823 -4.528 -0.140  0.4262
23 H -2.266 -3.415 1.585  0.5097
24 S -2.471 -0.667 2.371  1.3551
25 O -3.505 -1.514 2.874  -0.6955
26 O -2.835 0.638 1.897  -0.7197
27 N -1.340 -0.330 3.592  -0.2897
28 C -0.729 -1.356 4.268  0.6025
29 N -0.779 -2.497 3.725  -0.2533
30 C -0.124 -3.635 4.311  -0.9258
31 C 1.403 -3.504 4.360  -0.6465
32 C 1.908 -2.656 5.526  -0.6926
33 C 1.489 -1.190 5.450  -0.5914
34 H 1.968 -0.651 6.271  0.3244
35 H 1.843 -0.755 4.513  0.3491
36 C -0.027 -0.992 5.557  -0.8795
37 H -0.247 0.046 5.813  0.3344
38 H -0.420 -1.630 6.354  0.3388
39 H 3.000 -2.705 5.546  0.3292
40 H 1.543 -3.085 6.463  0.3114
41 H 1.831 -4.505 4.449  0.3630
42 H 1.742 -3.076 3.414  0.3361
43 H -0.390 -4.485 3.676  0.3785
44 H -0.505 -3.833 5.322  0.4054
45 H -1.426 0.573 4.027  0.2459
46 H -0.615 0.347 0.554  0.4005
47 H 0.945 0.482 -1.121  0.0747
48 H 3.487 0.547 -2.423  0.4052
49 C 0.554 4.041 -2.277  0.4409
50 C 0.858 5.333 -3.037  -1.5647
51 H -0.053 5.774 -3.433  0.3062
52 H 1.329 6.056 -2.374  0.4397
53 H 1.532 5.134 -3.867  0.3705
54 C -0.393 4.312 -1.105  -1.2942
55 H -1.322 4.754 -1.454  0.2906
56 H 0.070 5.000 -0.401  0.4278
57 H -0.634 3.390 -0.580  0.2328
58 H 1.495 3.651 -1.880  0.3187
59 H -1.749 4.146 -3.720  0.3470
60 H -2.715 2.451 -5.195  0.3779
61 H -1.420 -1.002 -5.468  0.3666
62 H -1.347 0.140 -6.809  0.3175
63 H -2.798 0.056 -5.812  0.3880

Number 1: energy -827.052898 Eh, lowest unoccupied orbital energy 0.547 eV. Number 2: energy -981.521836 Eh, lowest unoccupied orbital energy 0.342 eV. Number 3: energy -1796.567150 Eh, lowest unoccupied orbital energy 0.522 eV.